Molecular formula: C3H10NS
Method: DFT, ωB97M-V/def2-TZVPD

Structure (XYZ):
```
15
C3H10NS, DFT ωB97M-V/def2-TZVPD
C -0.927 1.049 0.370
N -1.390 -0.081 1.036
H -0.722 1.949 0.954
H -1.537 1.277 -0.511
H -2.371 -0.280 0.920
H -1.108 -0.164 2.003
C 0.232 -0.490 -1.740
S 0.719 0.713 -0.504
C 1.531 -0.339 0.703
H 1.135 -0.693 -2.304
H -0.211 -1.390 -1.314
H -0.482 -0.002 -2.400
H 1.853 0.306 1.512
H 2.420 -0.739 0.222
H 0.859 -1.116 1.053
```

Calculated values
Relative energy (zero: lowest compared OMol25 entry of this formula, charge and spin) (kcal per mole): 11.69
2S+1: 1
Charge: +1
HOMO energy (eV): -14.51
Frontier orbital gap (eV): 11.57

The Löwdin scheme yields these atomic charges, measured in e: C -0.393; N -0.005; H 0.104; H 0.106; H 0.108; H 0.103; C -0.254; S 1.080; C -0.254; H 0.065; H 0.076; H 0.067; H 0.067; H 0.071; H 0.059

=====

Molecular formula: C16H54BF4N4O9
Method: DFT, ωB97M-V/def2-TZVPD

Structure (XYZ):
```
88
C16H54BF4N4O9, DFT ωB97M-V/def2-TZVPD
B -0.735 0.151 0.618
F -1.464 -0.235 -0.502
F 0.201 0.968 0.064
F -1.542 0.918 1.436
F -0.092 -0.974 1.264
C -1.206 4.296 0.539
C -2.106 4.226 1.756
C -2.519 5.725 2.090
O -1.499 6.500 2.798
C -2.006 7.872 3.022
N -3.313 3.353 1.615
H -1.746 4.619 -0.351
H -0.765 3.305 0.430
H -0.304 4.901 0.640
H -1.473 3.909 2.584
H -3.360 5.674 2.781
H -2.924 6.211 1.202
H -2.055 8.444 2.095
H -1.397 8.559 3.610
H -3.002 7.860 3.466
H -3.968 3.379 2.383
H -2.828 2.468 1.588
C 1.855 -6.269 -4.054
C 1.988 -4.785 -3.602
C 2.109 -4.546 -2.088
O 1.973 -3.242 -1.580
C 2.297 -3.030 -0.201
N 3.005 -4.139 -4.456
H 0.997 -6.603 -3.471
H 2.802 -6.796 -3.934
H 1.418 -6.193 -5.050
H 1.057 -4.273 -3.846
H 3.117 -4.941 -1.964
H 1.460 -5.259 -1.579
H 2.056 -3.917 0.385
H 1.611 -2.254 0.139
H 3.326 -2.687 -0.094
H 3.288 -3.392 -3.838
H 2.712 -3.619 -5.271
C -1.020 2.243 5.163
C 0.162 1.421 4.550
C -0.124 -0.077 4.869
O -0.204 -0.155 6.281
C -0.419 -1.485 6.730
N 0.305 1.575 3.129
H -1.033 2.092 6.242
H -1.973 1.967 4.713
H -0.862 3.321 5.120
H 1.004 1.830 5.109
H 0.582 -0.757 4.391
H -1.146 -0.330 4.585
H -0.190 -1.557 7.793
H 0.267 -2.233 6.333
H -1.454 -1.804 6.608
H -0.502 1.310 2.582
H 0.979 0.893 2.813
C -0.854 -0.507 -4.320
C 0.479 -1.288 -3.919
C 1.762 -1.061 -4.854
O 1.500 -1.628 -6.156
C 2.572 -1.634 -7.119
N 0.832 -0.852 -2.636
H -1.178 -0.886 -5.289
H -0.659 0.562 -4.412
H -1.728 -0.659 -3.687
H 0.259 -2.338 -3.722
H 2.647 -1.526 -4.420
H 1.867 0.022 -4.913
H 3.494 -2.161 -6.871
H 2.813 -0.580 -7.261
H 2.316 -1.951 -8.130
H -0.014 -0.982 -2.099
H 1.399 -1.581 -2.228
O -1.160 -3.173 2.902
H -0.883 -2.347 2.506
H -0.923 -3.840 2.257
O -2.855 -2.529 0.496
H -2.424 -1.723 0.212
H -2.283 -2.879 1.179
O 1.892 3.363 0.090
H 1.577 2.744 -0.569
H 1.190 3.398 0.741
O 2.761 0.146 0.290
H 1.882 -0.185 0.475
H 2.651 0.701 -0.483
O -3.532 0.154 -2.239
H -2.678 0.098 -1.811
H -4.065 0.683 -1.645
```

Calculated values
2S+1: 2
<S²>: 0.754
HOMO energy (spin up / spin down) (eV): -8.55 / -8.55
Frontier orbital gap (spin up / spin down) (eV): 8.45 / 2.85

The Löwdin scheme yields these atomic charges, measured in e: B -1.293; F 0.128; F 0.164; F 0.149; F 0.092; C -0.056; C -0.404; C -0.182; O -0.193; C -0.088; N 0.067; H 0.098; H 0.044; H 0.085; H 0.103; H 0.104; H 0.122; H 0.079; H 0.079; H 0.078; H 0.067; H 0.033; C -0.049; C -0.430; C -0.201; O -0.217; C -0.057; N 0.055; H 0.068; H 0.080; H 0.076; H 0.113; H 0.128; H 0.125; H 0.089; H 0.058; H 0.097; H 0.046; H 0.042; C -0.022; C -0.284; C -0.157; O -0.177; C -0.079; N 0.376; H 0.087; H 0.091; H 0.086; H 0.168; H 0.138; H 0.142; H 0.093; H 0.094; H 0.099; H 0.075; H 0.140; C -0.020; C -0.402; C -0.144; O -0.213; C -0.106; N 0.030; H 0.068; H 0.078; H 0.051; H 0.114; H 0.097; H 0.118; H 0.078; H 0.079; H 0.082; H 0.061; H 0.039; O -0.045; H -0.006; H 0.045; O -0.032; H -0.010; H -0.018; O -0.043; H 0.025; H -0.014; O -0.049; H -0.024; H 0.029; O -0.052; H -0.014; H 0.033

=====

Molecular formula: C5H8N2
Method: DFT, ωB97M-V/def2-TZVPD

Structure (XYZ):
```
15
C5H8N2, DFT ωB97M-V/def2-TZVPD
C -2.048 0.399 1.544
C -1.322 1.117 0.404
C -0.003 0.347 -0.134
N 1.080 0.439 0.466
C 1.912 -0.495 -0.325
C 1.210 -1.161 -1.187
N -0.077 -0.570 -1.074
H -1.268 0.224 2.503
H -3.009 0.816 2.141
H -2.279 -0.846 1.223
H -0.722 1.870 0.723
H -1.889 1.272 -0.452
H 2.909 -0.665 0.044
H 1.607 -2.196 -1.894
H -0.856 -0.801 -1.844
```

Calculated values
Relative energy (zero: lowest compared OMol25 entry of this formula, charge and spin) (kcal per mole): 75.71
2S+1: 1
SMILES: CCc1ncc[nH]1
HOMO energy (eV): -9.34
Frontier orbital gap (eV): 10.13

The Löwdin scheme yields these atomic charges, measured in e: C -0.156; C -0.182; C -0.476; N 0.126; C -0.155; C -0.152; N 0.050; H 0.110; H 0.087; H 0.128; H 0.054; H 0.071; H 0.087; H 0.193; H 0.215

=====

Molecular formula: C25H30FeN6
Method: DFT, ωB97M-V/def2-TZVPD

Structure (XYZ):
```
62
C25H30FeN6, DFT ωB97M-V/def2-TZVPD
Fe 0.005 0.142 -0.468
C 2.861 1.528 2.549
C 3.161 0.551 1.404
C 2.334 -0.738 1.420
N 1.519 -0.955 0.220
C 1.161 -2.262 0.030
C 1.224 -3.252 0.992
C 1.011 -4.641 0.896
C 0.794 -5.428 -0.201
C 0.684 -4.976 -1.529
C 0.590 -3.698 -2.004
C 0.547 -2.466 -1.287
N 0.069 -1.357 -1.794
C -0.709 -1.374 -3.020
C -1.791 -0.306 -2.994
C -2.601 -0.317 -1.705
N -1.833 0.243 -0.601
C -2.484 0.819 0.445
C -3.842 0.654 0.654
C -4.693 1.194 1.628
C -4.420 2.077 2.639
C -3.172 2.635 2.944
C -1.946 2.424 2.368
C -1.562 1.582 1.293
N -0.306 1.449 0.918
C 0.737 2.325 1.431
C 1.378 1.833 2.736
H 3.405 2.459 2.364
H 3.265 1.124 3.480
H 4.217 0.286 1.482
H 3.062 1.035 0.429
H 1.728 -0.784 2.334
H 3.023 -1.586 1.478
H 1.483 -2.921 1.989
H 1.077 -5.159 1.846
H 0.733 -6.497 -0.046
H 0.637 -5.751 -2.286
H 0.502 -3.595 -3.078
H -1.185 -2.351 -3.144
H -0.060 -1.219 -3.890
H -2.465 -0.490 -3.833
H -1.368 0.688 -3.146
H -2.925 -1.339 -1.469
H -3.502 0.282 -1.864
H -4.336 -0.014 -0.038
H -5.723 0.864 1.553
H -5.248 2.376 3.269
H -3.167 3.326 3.780
H -1.129 2.958 2.833
H 0.359 3.347 1.528
H 1.500 2.374 0.655
H 0.850 0.935 3.063
H 1.246 2.564 3.536
N 2.025 1.010 -2.232
C 2.592 2.051 -2.853
C 1.726 3.119 -2.733
C 0.633 2.624 -2.021
N 0.825 1.339 -1.727
H 2.365 0.073 -2.062
H 3.555 1.963 -3.325
H 1.862 4.111 -3.123
H -0.275 3.113 -1.712
```

Calculated values
Relative energy (zero: lowest compared OMol25 entry of this formula, charge and spin) (kcal per mole): 5.10
2S+1: 2
Charge: +1
<S²>: 1.025
HOMO energy (spin up / spin down) (eV): -9.92 / -10.06
Frontier orbital gap (spin up / spin down) (eV): 6.59 / 6.51

The Löwdin scheme yields these atomic charges, measured in e: Fe 0.725; C -0.198; C -0.180; C -0.219; N -0.055; C -0.229; C -0.017; C -0.062; C -0.088; C -0.058; C -0.011; C -0.211; N -0.034; C -0.205; C -0.166; C -0.201; N -0.069; C -0.189; C 0.006; C -0.051; C -0.071; C -0.046; C 0.015; C -0.192; N -0.041; C -0.202; C -0.180; H 0.117; H 0.117; H 0.112; H 0.085; H 0.112; H 0.118; H 0.098; H 0.112; H 0.105; H 0.114; H 0.106; H 0.117; H 0.128; H 0.122; H 0.100; H 0.136; H 0.119; H 0.102; H 0.115; H 0.110; H 0.116; H 0.100; H 0.121; H 0.092; H 0.106; H 0.114; N 0.045; C -0.052; C -0.027; C -0.096; N -0.062; H 0.158; H 0.131; H 0.109; H 0.130

=====

Molecular formula: C26H39As3CdF5N2O6P2S3
Method: DFT, ωB97M-V/def2-TZVPD

Structure (XYZ):
```
87
C26H39As3CdF5N2O6P2S3, DFT ωB97M-V/def2-TZVPD
Cd 0.494 -0.790 -1.412
N -1.674 -3.740 -1.672
C -0.757 -4.114 -0.516
C -0.979 -5.538 -0.039
P -1.207 -2.807 0.799
O -2.805 -3.406 0.822
O 0.574 -3.006 3.861
O -1.318 -1.564 -0.121
P 0.952 -3.919 -1.234
O 1.745 -3.355 0.066
O 1.471 -5.231 -1.675
O 0.818 -2.810 -2.257
H -2.598 -4.147 -1.560
H -1.269 -3.947 -2.584
H -1.772 -2.698 -1.624
H -2.025 -5.708 0.225
H -0.371 -5.698 0.854
H -0.646 -6.260 -0.786
H -3.318 -2.952 1.501
H 2.653 -3.133 -0.193
S 2.929 -0.073 -0.883
C 2.522 1.299 -1.805
N 1.352 1.491 -2.347
C 1.293 2.652 -3.090
C 0.191 3.086 -3.823
C 0.277 4.281 -4.517
C 1.443 5.049 -4.490
C 2.550 4.626 -3.768
C 2.466 3.425 -3.076
S 3.668 2.612 -2.113
H -0.707 2.477 -3.843
H -0.575 4.623 -5.093
H 1.490 5.978 -5.044
H 3.458 5.215 -3.745
C -2.012 1.726 -0.407
As -0.253 1.377 0.372
C 0.404 3.229 0.217
C -0.929 1.458 2.244
C 0.014 1.462 3.470
C 1.211 2.396 3.224
C 0.540 0.070 3.813
As 1.787 -0.744 2.523
C 1.852 -2.459 3.555
C 3.510 -0.124 3.268
C -0.758 2.028 4.681
As -2.252 1.121 5.621
C -1.306 -0.312 6.583
C -3.107 -0.023 4.269
H -2.493 2.581 0.071
H -2.632 0.837 -0.302
H -1.888 1.923 -1.471
H -0.091 3.874 0.943
H 0.184 3.590 -0.788
H 1.482 3.275 0.369
H -1.611 0.607 2.285
H -1.537 2.366 2.284
H 1.778 2.068 2.350
H 1.882 2.391 4.088
H 0.883 3.424 3.054
H -0.290 -0.633 3.876
H 1.029 0.084 4.793
H 2.344 -2.266 4.509
H 2.460 -3.174 2.994
H 0.144 -3.213 3.022
H 3.449 0.089 4.337
H 3.861 0.760 2.737
H 4.237 -0.923 3.106
H -1.157 3.010 4.412
H -0.049 2.212 5.498
H -0.471 0.112 7.142
H -0.927 -1.095 5.928
H -1.999 -0.755 7.299
H -3.533 0.581 3.470
H -3.917 -0.558 4.766
H -2.414 -0.751 3.845
F 0.102 -0.041 -8.722
C -0.256 -0.162 -7.438
C -1.579 -0.046 -7.064
F -2.510 0.201 -7.997
C -1.939 -0.183 -5.739
F -3.240 -0.060 -5.444
C -1.019 -0.432 -4.714
S -1.563 -0.559 -3.068
C 0.310 -0.540 -5.141
F 1.283 -0.781 -4.266
C 0.688 -0.410 -6.463
F 1.975 -0.525 -6.812
```

Calculated values
Relative energy (zero: lowest compared OMol25 entry of this formula, charge and spin) (kcal per mole): 63.75
2S+1: 1
Charge: -1
HOMO energy (eV): -5.16
Frontier orbital gap (eV): 7.45

The Löwdin scheme yields these atomic charges, measured in e: Cd 1.140; N 0.136; C -0.586; C -0.111; P 0.752; O -0.306; O -0.178; O -0.676; P 0.259; O -0.231; O -0.306; O -0.455; H 0.146; H 0.141; H 0.027; H 0.067; H 0.087; H 0.071; H 0.031; H 0.064; S 0.405; C -1.211; N -0.094; C -0.345; C -0.023; C -0.094; C -0.109; C -0.104; C -0.486; S 0.980; H 0.100; H 0.098; H 0.093; H 0.101; C -0.337; As 1.061; C -0.300; C -0.345; C -0.665; C -0.092; C -0.376; As 1.151; C -0.456; C -0.330; C -0.391; As 1.114; C -0.353; C -0.360; H 0.024; H 0.009; H -0.018; H 0.022; H 0.015; H 0.015; H 0.040; H 0.071; H 0.043; H 0.085; H 0.080; H 0.034; H 0.081; H 0.067; H 0.061; H -0.018; H 0.020; H 0.007; H 0.018; H 0.054; H 0.063; H 0.014; H 0.007; H 0.006; H 0.013; H 0.011; H 0.003; F 0.105; C -0.155; C -0.156; F 0.100; C -0.264; F 0.060; C -0.568; S 0.579; C -0.250; F 0.054; C -0.150; F 0.112